Density functional theory data (wB97M-V/def2-TZVPD) for a molecular structure, C24H21ClIN8O4Pd in a non-equilibrium geometry.

Structure (XYZ):
```
60
Properties=species:S:1:pos:R:3:forces:R:3:nbo_charge:R:1
Pd 0.7872 0.0991 -0.5142 -1.7700 -0.4214 1.1311 1.0552
C -0.6706 -5.3094 -2.1833 -0.0659 -0.7019 -0.3276 -0.2567
N -0.5704 -4.0674 -1.4620 0.4871 0.7679 0.0206 -0.1492
C 0.1766 -3.0063 -1.7688 -0.0983 0.0936 0.1847 0.1922
N -0.0599 -2.0458 -0.8876 0.7425 0.6356 -0.1634 -0.5544
C -0.9589 -2.5886 -0.0319 0.1082 -0.0581 -0.1713 0.1517
N -1.2879 -3.8059 -0.3727 -0.7156 -0.3951 0.7174 -0.2349
C -1.0105 -5.0640 -3.6323 0.1065 -0.0284 -0.1651 0.0342
C -0.4353 -5.8517 -4.6228 -0.1369 0.1286 0.1711 -0.2213
C -0.7140 -5.6089 -5.9585 -0.0842 -0.0300 -0.0397 -0.1893
C -1.5417 -4.5654 -6.3241 -0.0902 0.0953 0.1837 -0.1501
C -2.1090 -3.7594 -5.3334 0.3307 -0.4104 0.4100 -0.1016
C -1.8598 -4.0268 -3.9885 -0.1132 -0.0072 -0.2834 -0.2279
C -2.8333 -2.5772 -5.7333 -0.3435 0.7556 -1.0023 0.4447
N -3.0159 -2.1621 -6.9565 0.8972 -2.2176 0.2835 -0.2612
N -3.5454 -0.9585 -6.9048 -1.0287 2.1938 0.4820 -0.2611
C -3.6868 -0.6323 -5.6498 0.2010 -0.6980 -1.0719 0.4475
O -3.2561 -1.6403 -4.8513 0.0806 -0.0154 0.4438 -0.4104
C -4.0608 0.6562 -5.1174 -0.0531 0.4052 0.5506 -0.1088
C -4.1179 1.7595 -5.9738 -0.0365 -0.1386 0.1524 -0.1486
C -4.2873 3.0239 -5.4438 -0.0232 -0.0608 0.0219 -0.1913
C -4.3606 3.2006 -4.0695 0.0354 -0.1312 0.1505 -0.2088
C -4.3434 2.1057 -3.2126 0.0513 0.1034 -0.1035 0.0312
C -4.4166 2.3034 -1.7228 -0.6254 0.3761 -0.2455 -0.2475
N -3.3631 1.5926 -1.0340 0.8630 -0.5488 -0.1791 -0.1538
C -2.2459 1.0342 -1.5028 0.0656 -0.1289 0.1320 0.2158
N -1.5222 0.5820 -0.4864 0.6845 0.0168 -0.1238 -0.5779
C -2.2604 0.9013 0.6040 -0.0549 0.0567 -0.2180 0.1494
N -3.3728 1.5063 0.2952 -0.6106 0.2613 0.9653 -0.2486
C -4.2266 0.8284 -3.7429 -0.1066 0.0490 -0.3721 -0.2258
H -1.4366 -5.9170 -1.6928 0.1467 0.1935 0.0684 0.2583
H 0.2863 -5.8339 -2.1114 -0.1522 -0.0336 0.0449 0.2253
H 0.8586 -2.9572 -2.5953 0.0163 -0.0179 -0.2279 0.2288
H -1.3275 -2.0805 0.8393 -0.1351 0.0069 0.0386 0.2311
H 0.2297 -6.6568 -4.3486 0.1096 -0.0868 0.0286 0.2207
H -0.2632 -6.2299 -6.7152 0.0348 -0.0647 -0.1196 0.2311
H -1.7466 -4.3404 -7.3587 0.0266 0.0046 -0.0969 0.2496
H -2.3310 -3.4108 -3.2346 0.0373 0.0754 0.0777 0.2234
H -4.0078 1.6077 -7.0356 0.0431 -0.0205 -0.1026 0.2475
H -4.3291 3.8816 -6.0974 0.0130 0.0550 -0.0574 0.2316
H -4.4185 4.1967 -3.6565 -0.0605 0.1117 0.0309 0.2226
H -5.3742 1.9436 -1.3286 0.2175 0.0557 0.0349 0.2414
H -4.3220 3.3664 -1.4715 -0.0771 -0.2220 -0.0433 0.2315
H -1.9846 0.9558 -2.5380 -0.0188 0.0753 -0.1003 0.2404
H -1.9705 0.6760 1.6103 0.0502 -0.0262 0.1992 0.2216
H -4.2499 -0.0365 -3.0941 0.0895 -0.0730 0.0235 0.2251
C 2.2467 2.7005 -2.1487 0.4376 0.2855 -0.1036 -0.7572
C 0.8967 2.1033 -1.9512 -2.0123 1.1214 -0.7007 0.4539
O -0.1632 2.5993 -2.2225 2.0392 -0.8398 0.4194 -0.4342
H 2.1685 3.6365 -2.7059 -0.0309 -0.0517 0.0654 0.2556
H 2.8983 2.0078 -2.6842 -0.0994 -0.0387 0.0560 0.2493
H 2.6811 2.8858 -1.1632 -0.0737 -0.0492 0.0130 0.2821
I 3.1674 -0.8295 -1.1008 0.6062 -0.2151 0.0701 0.1896
Cl 1.6107 3.2803 3.3537 0.0088 0.0920 0.2943 -0.0063
C 1.2799 1.5458 3.3484 -0.0146 0.0126 -0.3555 -0.4980
C 1.0828 1.0641 1.9157 0.3108 0.8599 0.9550 0.7600
O 0.6051 -0.0791 1.7477 -0.3391 -1.2111 -0.9180 -0.6445
O 1.4054 1.7914 0.9608 0.1301 0.0400 -1.0420 -0.6709
H 0.3905 1.3351 3.9430 0.1212 0.0043 -0.0756 0.2472
H 2.1360 1.0215 3.7764 -0.1213 0.0096 -0.0103 0.2510
```
Positions in Å, forces in eV/Å.

Computed properties:
**Frontier orbital gap (alpha / beta)**: 8.386 / 3.749 eV
**ΔE to the lowest compared entry with this formula, charge and spin**: 69.12 kJ/mol
**E**: -69433.6917 eV
**Highest occupied orbital energy (alpha / beta)**: -10.895 / -10.895 eV
**Multiplicity**: 5
**Net charge**: +1

Density functional theory data (wB97M-V/def2-TZVPD) for a molecular structure, C46H50BBrLaN12O5SeSi in a non-equilibrium geometry.

Structure (XYZ):
```
118
Properties=species:S:1:pos:R:3:forces:R:3:mulliken_charge:R:1
La -0.3713 0.0288 -0.8740 -0.5392 -0.7580 -0.2878 2.4082
C 4.0226 -1.7935 0.4043 -1.4921 -0.1263 -0.9061 -1.4045
C 3.0672 -0.7763 0.4489 -0.2371 1.0706 -1.1297 0.2337
N 2.2603 -0.8012 -0.6348 0.3707 -0.4680 0.8489 0.2019
N 2.6412 -1.9001 -1.3780 -0.4691 0.3121 1.1280 0.1362
C 3.6678 -2.5173 -0.7204 -0.1966 0.7434 -0.4859 -0.4756
B 1.6157 -2.5099 -2.3942 0.2857 -1.1770 -0.8131 -0.1850
N 1.0086 -1.3682 -3.3423 0.9898 0.0800 0.2550 0.5743
C 0.8926 -1.5952 -4.6695 -0.1007 0.3401 0.1969 -0.4428
C 0.8335 -0.3720 -5.3092 -0.0744 0.1220 0.7228 -1.2364
C 0.9513 0.5968 -4.2848 0.8259 -0.2003 -0.0422 -0.3063
N 1.0869 -0.0110 -3.0896 -0.3800 -0.2385 -1.1171 -0.3911
N 0.4437 -3.2646 -1.6872 -0.3083 1.0606 2.0666 0.6799
C 0.3478 -4.5792 -1.3513 -0.1233 0.2374 0.0279 -0.4038
C -0.2369 -4.7090 -0.1006 0.4004 -0.0924 0.1033 -1.4088
C -0.4373 -3.3820 0.3175 -0.0545 0.2307 0.1186 -0.8297
N -0.0617 -2.5143 -0.5996 0.2908 -1.1195 -1.2340 0.5821
H 4.7550 -1.9718 1.1346 0.8085 -0.3641 0.5641 0.6023
H 3.0405 0.0794 1.1356 -0.2158 -0.6962 -0.1362 0.0476
H 4.1214 -3.3667 -1.1683 0.2083 -0.6067 -0.1269 0.5339
H 2.1298 -3.4325 -3.0886 -0.1300 1.1425 0.4280 -0.2120
H 0.9286 -2.6184 -5.0557 -0.1443 0.5884 0.1945 0.5153
H 0.6998 -0.2024 -6.3479 0.0493 0.1355 -0.5944 0.5013
H 1.1640 1.6904 -4.4235 -0.7303 -1.2356 0.4442 0.3627
H 0.6857 -5.3349 -2.0552 0.0314 0.1888 0.2811 0.5037
H -0.3682 -5.5974 0.5213 -0.0623 0.3385 -0.5059 0.5564
H -0.7825 -2.9754 1.2634 -0.1192 -0.3730 -0.0610 0.5994
C -3.8438 -1.5923 0.4608 2.3025 1.2987 0.4696 -0.2566
O -2.9857 -1.4237 -0.7168 -0.3256 0.2897 0.5177 0.0793
C -3.1245 -2.2437 -1.7923 -0.7708 -1.8491 0.6622 0.5482
C -3.6770 -3.5539 -1.7009 0.8039 -0.0866 -2.0497 -0.8402
C -3.6438 -4.3807 -2.8525 0.5660 1.4696 -0.6301 -0.7111
C -3.1879 -3.8609 -4.1216 -0.0821 -1.6360 -0.5409 -0.6486
C -2.6744 -2.5800 -4.1763 0.4648 0.2320 -0.5659 -0.2420
C -2.6211 -1.8137 -3.0130 0.8672 -0.9093 -1.1998 -0.5716
N -2.0256 -0.5838 -2.9987 0.7111 3.2889 0.9844 1.7632
N -2.3274 0.2406 -3.9789 -2.5495 -1.6604 0.6499 -0.8928
C -3.0414 1.3486 -3.6075 1.8396 2.1471 1.4517 0.0128
C -2.9854 1.9458 -2.2346 -0.1662 -1.0638 -0.2507 -0.2649
O -2.0460 1.6581 -1.3496 -2.1602 0.8388 -1.9904 -0.4129
C -4.1395 2.7847 -1.9006 0.1211 -0.2462 -1.0457 -0.9666
C -5.1357 3.0807 -2.8187 1.1603 -0.4697 1.1354 -0.9886
C -5.0390 2.7464 -4.1994 0.8700 -0.2531 -0.0869 0.6972
C -5.9405 3.2665 -5.1468 -0.7095 0.9099 -0.4286 -0.6472
C -5.5637 3.3417 -6.4787 0.1657 0.5047 -1.0429 -0.5198
C -4.4162 2.6643 -6.8944 0.9820 -0.9051 0.8751 -0.4743
C -3.6376 1.9077 -6.0074 -0.8992 -0.4079 -0.4143 -0.5063
C -3.8797 2.0179 -4.6195 0.0986 -0.4943 -0.1683 0.5784
H -4.8634 -1.7967 0.1987 -0.3596 -0.4876 -0.1299 0.4952
H -3.7609 -0.5874 0.9410 -0.4123 -0.8259 -0.4746 -0.5409
H -3.3204 -2.2678 1.1729 -0.8372 -0.1686 -0.6138 0.3211
H -4.0371 -4.0150 -0.8022 0.0228 0.2578 0.5024 0.4884
H -3.8673 -5.4370 -2.7493 -0.3070 0.1849 -0.1030 0.4143
H -3.1595 -4.5219 -5.0848 -0.1295 1.1717 2.0935 0.2340
H -2.1571 -2.0731 -5.0508 -1.0042 -1.0646 0.8874 0.3195
H -4.1899 3.2003 -0.9057 0.0110 -0.1031 0.1178 0.7900
H -5.9684 3.6776 -2.4855 -0.2165 0.1138 0.0517 0.3844
H -6.9229 3.6836 -4.8185 1.0815 -0.1584 -0.1429 0.3176
H -6.0045 3.9447 -7.3225 -0.3564 -0.7130 1.5042 0.2923
H -4.1039 2.6863 -7.9276 -0.1897 -0.0326 -0.1807 0.3812
H -2.9885 1.1138 -6.4131 0.1995 0.8915 0.4497 0.3470
Br -6.2005 2.0215 0.9738 1.2492 -0.4327 0.4335 -0.1289
C -4.5092 2.1323 1.9924 -0.3777 1.9923 0.4751 0.1796
C -4.5037 3.1962 2.9174 0.8256 0.9457 0.8271 -0.5690
C -3.4064 3.3762 3.8221 -0.7423 -2.4469 -1.1872 -0.6212
C -2.3910 2.4019 3.7603 -0.7167 0.3278 -1.2786 -0.9966
C -2.4287 1.5628 2.6174 0.8367 -0.7456 2.0006 0.6778
N -3.4571 1.3949 1.7782 0.2556 -0.2353 -0.0577 0.0775
C -1.2256 0.6013 2.6347 0.0909 -1.5133 -0.1927 -0.0334
O -0.8189 0.2977 3.8496 0.0817 1.0381 -2.6871 -0.6337
O -0.7288 0.1053 1.5800 -0.7397 1.1446 1.4539 0.5434
H -5.3000 3.9543 2.9283 0.1996 -0.7322 0.0252 0.3402
H -3.4439 4.0520 4.6448 -0.1167 0.7084 0.1633 0.4725
H -1.5771 2.2058 4.4786 -0.6476 0.6644 -0.4614 0.5095
N 1.7183 0.3746 4.1461 0.8653 0.3851 -0.9285 -0.2678
C 2.8821 0.5132 4.0024 -2.1556 -0.3616 0.4196 -0.5992
H 0.3035 0.3038 3.8365 0.6436 -0.6479 0.9992 0.5921
C 3.3599 4.1443 4.5675 0.5733 -0.8508 -0.3729 -0.8719
C 4.3647 4.4067 3.4195 -2.1742 1.6719 0.1259 -0.9693
N 3.9267 3.7738 2.1881 -0.0654 0.4326 -1.3045 0.5148
C 4.7219 2.7003 1.5338 0.2607 -0.8704 0.5318 0.2103
C 5.3784 1.7576 2.6467 0.1609 1.1012 -0.9078 -1.0106
C 3.1219 4.5478 1.3765 -0.1476 0.3003 0.0738 0.0542
O 2.9399 5.7706 1.4847 0.2204 -1.6551 0.2589 -0.6620
C 2.2998 3.8575 0.2668 1.3969 2.2915 0.1010 -0.0268
C 2.0928 4.6747 -0.8475 -0.6833 -0.4309 -0.5794 -0.5973
C 1.1427 4.3269 -1.8292 1.0846 0.8708 0.2828 -1.3596
C 0.4743 3.1330 -1.6738 0.2093 -0.6966 -0.1586 -0.0252
N 0.8214 2.3157 -0.6749 -0.4982 -0.4364 0.7091 0.1292
C 1.6786 2.6622 0.3060 -0.8238 -2.0662 0.4370 -0.2383
H 3.7565 4.6408 5.4489 -0.1234 -0.0206 0.2743 0.3975
H 3.3196 3.0490 4.7313 -0.1757 0.6025 0.1560 0.1454
H 2.3430 4.5137 4.3727 0.3949 -0.0378 -0.1723 0.2645
H 5.3359 4.1419 3.7193 1.2254 -0.6534 0.0983 0.4592
H 4.3433 5.4938 3.2315 0.3325 -0.3434 0.0494 0.4787
H 5.5084 3.0929 0.8258 -0.7384 -0.0672 0.7172 0.1395
H 3.9658 2.1526 0.9015 1.2362 0.1533 0.7219 -0.1060
H 6.3612 2.0922 3.0853 -1.0903 0.3332 -0.5204 0.3273
H 5.6503 0.8141 2.1771 -0.4035 -0.2351 0.0350 0.3655
H 4.6139 1.6208 3.4215 0.6112 -0.3514 -0.2598 0.2179
H 2.7030 5.5686 -0.8893 -0.3507 0.1322 -0.1905 0.4979
H 0.9975 4.9700 -2.6968 -0.1320 -0.1778 0.2686 0.4480
H -0.3105 2.7358 -2.3704 0.8974 0.6659 0.6799 0.3163
H 1.8477 1.9148 1.1513 -0.3683 1.0536 -1.1865 0.6362
C 3.6664 -5.6607 6.2320 2.5474 -0.2121 -0.0773 -1.1430
Si 2.5216 -5.2792 4.7705 -0.4065 0.6100 3.5616 0.3164
C 3.3200 -5.6950 3.2253 0.5321 -2.0365 -1.8048 -0.8792
C 2.3169 -3.4196 5.2745 1.0818 -0.3779 -2.3233 -0.8271
Se 0.8285 -6.5940 5.2525 -0.6759 0.0545 -0.5060 -0.7896
H 4.6374 -5.0299 6.3258 -1.3427 -0.7826 -0.2853 0.2944
H 3.9839 -6.7267 6.2378 -0.1310 0.4907 -0.0167 0.2801
H 3.1169 -5.5105 7.1500 -0.3064 0.0929 0.2269 0.2525
H 4.3611 -5.4984 3.0301 0.5408 0.2791 0.2498 0.3843
H 2.7808 -5.3291 2.3941 -0.7395 1.0279 -1.0946 0.1739
H 3.1432 -6.7882 3.0265 0.3875 0.6768 0.6847 0.2617
H 3.1038 -2.7457 4.8422 -0.2069 -0.6194 0.7598 0.1877
H 2.2786 -3.4236 6.3453 -0.1079 0.3025 0.4568 0.3262
H 1.4432 -3.0452 4.8004 -1.2293 0.4886 0.0628 0.1607
```
Positions in Å, forces in eV/Å.

Computed properties:
**Frontier orbital gap**: 2.869 eV
**ΔE to the lowest compared entry with this formula, charge and spin**: 217.68 kJ/mol
**E**: -221437.1788 eV
**Highest occupied orbital energy**: -2.792 eV
**Multiplicity**: 1
**Net charge**: -1

Calculated values (g mol⁻¹) of M for the records, taken in order: 754.3, 1187.7.